{"formula": "C38H111N9O11", "method": "ωB97M-V/def2-TZVPD", "total_charge": 8, "relative_energy_kcal_mol": 68.3, "orbital_gap_ev": 6.25, "elements": ["H", "H", "C", "H", "H", "H", "H", "H", "C", "C", "H", "H", "H", "H", "H", "C", "C", "C", "H", "H", "C", "H", "H", "N", "O", "H", "H", "H", "H", "H", "H", "C", "C", "H", "H", "H", "H", "C", "H", "O", "H", "H", "C", "H", "N", "H", "H", "H", "C", "C", "H", "H", "H", "C", "H", "H", "H", "H", "C", "H", "H", "H", "O", "H", "N", "H", "H", "C", "H", "H", "H", "H", "H", "H", "C", "N", "H", "H", "H", "H", "H", "C", "H", "H", "C", "O", "H", "C", "O", "H", "H", "H", "C", "H", "H", "H", "H", "H", "H", "H", "O", "H", "O", "O", "H", "C", "C", "H", "O", "O", "C", "H", "N", "H", "C", "N", "H", "H", "H", "H", "N", "H", "H", "H", "C", "H", "H", "H", "H", "H", "C", "H", "H", "C", "C", "H", "C", "C", "H", "C", "H", "C", "H", "H", "C", "H", "H", "H", "C", "H", "H", "H", "C", "H", "C", "H", "H", "O", "H", "H", "N", "N", "H", "H", "H", "H", "C", "H", "H"], "coordinates": [[18.9449, -10.0510, -15.8772], [18.4224, -12.1794, -15.1408], [9.9311, -2.2892, -6.6474], [9.4470, -8.3528, -9.8362], [18.4313, -1.6390, -9.6131], [23.5056, -1.9122, -10.3234], [6.9676, -9.4343, -12.6339], [21.4977, -5.2290, -15.5420], [9.0311, -9.1217, -10.4872], [14.9193, 1.1196, -11.2808], [10.7144, -2.1086, -5.9113], [23.3735, -1.6754, -8.7002], [13.1584, -3.6160, -21.9007], [10.2499, -1.8394, -14.6687], [16.3621, -15.4966, -8.5006], [17.6319, 0.1972, -14.7862], [16.5631, -13.9594, -16.1191], [21.4241, -2.9365, -18.2900], [15.6532, 0.8600, -15.1922], [13.4373, -10.9519, -6.8719], [9.8243, 0.0691, -15.5820], [22.6553, -4.0024, -16.0219], [15.6991, -11.4454, -14.1532], [23.4187, -1.2149, -9.5979], [7.7953, -9.7011, -10.0260], [14.5557, -4.2222, -12.3245], [17.9914, 2.6108, -15.6842], [21.3520, -2.1002, -17.5946], [17.4749, -0.6048, -14.0649], [16.2149, -14.5984, -15.3076], [20.2360, -0.2451, -10.5921], [8.0284, -9.3339, -12.8637], [17.8131, -11.3807, -14.7179], [13.2363, -5.6811, -18.7378], [9.7380, -9.9506, -10.4494], [13.5622, -12.5816, -6.4701], [8.7199, -1.8655, -9.0459], [21.0191, -4.2307, -17.4988], [19.0990, -3.3515, -9.4498], [20.5862, -2.9107, -19.5480], [6.9726, -10.6354, -8.5395], [12.0236, -4.3923, -20.9703], [20.9695, -1.0264, -10.3930], [11.3044, -4.6760, -8.3139], [8.5047, -1.0917, -8.4335], [6.7968, -0.7658, -17.9205], [15.2649, -3.5053, -13.7654], [14.3030, -9.8788, -8.8370], [20.7963, -1.7397, -20.2164], [11.2686, -3.6193, -8.0491], [13.8083, -3.5542, -19.1040], [17.6145, -0.3240, -15.7433], [22.4409, -2.8839, -18.6791], [9.6299, -1.0130, -7.4093], [22.1027, 1.5916, -11.2124], [16.0965, -4.0805, -19.6103], [20.4064, -1.9893, -21.2031], [11.3280, -3.1222, -9.0173], [15.4673, -3.8257, -20.4631], [10.4722, -0.7148, -8.0336], [8.2909, -0.1397, -6.0145], [14.8375, -5.5687, -18.3930], [20.5933, -1.9220, -9.3529], [19.4347, -10.4660, -13.5183], [17.9730, -10.2993, -15.7597], [18.6360, 0.5684, -14.5811], [8.5067, -7.4260, -11.9890], [18.4564, -10.9384, -13.4293], [10.4249, 0.8500, -16.0484], [8.1752, -9.0023, -13.8916], [8.0292, -1.0108, -19.1273], [21.8659, -6.2067, -17.5170], [7.3003, 0.4793, -19.2006], [15.7452, -10.5903, -9.1871], [16.4660, -12.0791, -14.5986], [21.7637, -5.4374, -18.1634], [17.9498, -10.0612, -13.0267], [13.8760, 1.3981, -11.4293], [16.2014, -14.2897, -17.0928], [17.5702, -10.5869, -16.6402], [24.3277, -0.7800, -9.5295], [15.4493, -15.5942, -7.9128], [7.8040, -9.2998, -7.9033], [22.5665, 0.0893, -12.1148], [9.0697, -0.5903, -16.7980], [13.6072, -5.5955, -21.8563], [11.7387, -6.2093, -22.6042], [16.1361, 1.8080, -13.2468], [10.0143, -3.4304, -7.5434], [9.0660, -2.5687, -6.0460], [7.5913, -1.2022, -8.0170], [18.9079, -2.4715, -8.1389], [14.0453, -4.2510, -19.9080], [21.1204, -3.4528, -15.4063], [23.7474, 1.0051, -11.0888], [21.1826, -5.7103, -18.9431], [15.2764, 2.4758, -13.3013], [9.1214, 1.1228, -6.8463], [20.3352, -0.7906, -19.9431], [16.5470, -12.9159, -13.9048], [15.0345, -6.6937, -13.3397], [13.1652, -12.4247, -8.7788], [16.0975, -12.6270, -15.9098], [16.3836, -5.6795, -14.6889], [14.2488, -10.8643, -10.1782], [15.0159, -13.3532, -8.6493], [7.5991, -0.2633, -18.4608], [8.3783, -1.3992, -16.5618], [15.6347, 0.7178, -12.5427], [8.5468, 0.4156, -17.6132], [10.7219, -0.8570, -14.6847], [16.9063, 2.2405, -12.6083], [14.1524, -5.5262, -19.1339], [16.1983, -3.9052, -12.3875], [8.8693, -8.4498, -11.8974], [10.2469, -8.3001, -12.5960], [12.0724, -3.4450, -7.3337], [8.0792, 0.0590, -14.3844], [17.6356, -14.0862, -15.9713], [14.8767, -11.7780, -6.5740], [16.9904, 2.5135, -15.5915], [15.9002, -4.4555, -21.2404], [10.8761, -0.7884, -13.6079], [17.4886, -9.4470, -15.5167], [21.5921, -4.2412, -15.9929], [12.8864, -7.4424, -22.5322], [9.7919, -0.0468, -5.5477], [15.4293, 1.8782, -10.6872], [10.1191, -7.8102, -13.4699], [22.0565, 0.2530, -9.0796], [15.3948, -4.2872, -13.0172], [16.6204, 2.3222, -16.5116], [14.3491, -6.3821, -19.6328], [22.2210, -0.2593, -10.0276], [9.2463, 0.1041, -6.4791], [21.8426, -1.5123, -20.4204], [14.1646, -12.1135, -8.4747], [7.8704, -10.0389, -8.7018], [9.0588, 1.1039, -13.8693], [19.1827, -2.2989, -9.1795], [21.0581, -1.5199, -11.3608], [12.5458, -6.5737, -21.9687], [15.5446, -2.7834, -20.7724], [14.8496, -16.2592, -8.5343], [14.6844, -10.8407, -9.1793], [8.3739, -10.3531, -12.6907], [12.1644, -6.8945, -20.9993], [10.5958, -9.2306, -12.7765], [13.0882, -4.4462, -21.1979], [14.8302, 0.1058, -10.8903], [19.9294, -4.2583, -17.4928], [8.8001, -10.5628, -8.4801], [15.6332, -5.6528, -13.7276], [11.5938, -1.1237, -15.2821], [22.7123, 0.6880, -11.2157], [14.9534, -13.7044, -9.6793], [22.7022, -5.3234, -18.5187], [14.7151, -14.4280, -7.7166], [15.8252, -16.1232, -7.0370], [9.8748, -1.0197, -17.3942], [8.7437, 0.7254, -14.7511], [13.9565, -11.8102, -6.9892], [16.6781, 3.3925, -15.2043], [18.3841, -11.7284, -12.6818], [10.9116, -7.7876, -12.0342], [16.0924, -13.2237, -8.5377], [16.4979, 1.3472, -14.7052], [8.3064, 1.5010, -15.2278], [8.4309, -0.2571, -8.9974]], "atomic_forces_ev_per_a": [[0.452, -0.213, -0.096], [0.322, 0.027, -0.057], [-2.292, -1.168, -0.828], [-0.300, 0.124, 0.568], [0.408, 0.041, -0.358], [0.174, -0.601, -0.111], [0.067, 0.683, 0.170], [-0.346, 0.151, 0.128], [-0.937, 0.445, -0.173], [0.269, -1.890, -1.542], [0.598, -0.302, -0.524], [-0.999, -0.390, 0.479], [0.705, 0.400, 0.349], [-0.546, -0.290, -0.243], [0.203, 0.810, -0.154], [-0.813, 0.745, 0.397], [0.026, -0.495, 0.935], [-1.207, -1.298, -1.375], [-0.332, 0.733, 0.126], [-0.076, 0.198, 0.363], [-0.348, -0.534, 0.218], [0.093, -0.011, -0.081], [-0.350, 0.206, -0.625], [-0.639, 0.219, -1.068], [1.299, 2.557, -2.390], [-0.371, -0.528, -0.239], [0.640, -0.350, 0.179], [-0.725, 0.362, -0.320], [-0.456, 0.311, 0.251], [-0.751, -0.217, -0.194], [-0.321, 0.184, 0.317], [0.743, -0.236, 0.871], [1.519, -1.582, 0.130], [-0.351, -0.214, 0.499], [0.518, -0.090, -0.708], [-0.835, -0.641, -0.015], [-0.345, -0.603, -0.262], [3.254, 1.419, 1.364], [-0.167, 0.141, -1.210], [0.798, -0.909, 4.668], [0.390, -0.500, 0.191], [-0.151, -1.017, 0.291], [-0.505, -0.450, 0.430], [0.286, -0.194, 0.054], [0.493, -0.848, 0.085], [-0.169, 0.526, 0.158], [-0.083, -0.028, -0.233], [-0.683, -0.232, 0.747], [0.393, 1.146, -3.388], [0.860, -1.497, -1.295], [-0.628, 0.347, -0.528], [0.010, 0.386, -0.234], [0.344, -0.483, 0.384], [0.326, 1.734, -0.178], [-0.064, -0.169, -0.129], [0.669, 0.831, 0.157], [-0.091, 0.483, -0.256], [0.834, 0.585, -0.005], [-0.363, -1.370, 1.362], [0.257, -0.125, 0.051], [-0.668, -0.132, -0.397], [0.333, 0.747, 0.589], [-0.702, 0.605, 0.101], [0.533, -0.982, -0.264], [-1.151, 0.077, 0.340], [-0.027, 0.282, -0.115], [-0.244, -0.025, 1.038], [-0.690, 1.312, 0.472], [-0.182, 0.285, 0.368], [-0.195, -0.195, -0.074], [0.759, -0.327, 0.393], [-0.384, -0.455, 0.300], [-0.707, 0.103, 0.503], [0.199, -1.025, -0.111], [-0.481, -0.405, -1.558], [-1.933, 0.277, 0.149], [-0.798, -0.082, 0.227], [0.109, 0.553, -0.681], [0.231, 0.025, 0.219], [-0.082, -0.535, -0.585], [0.359, 0.945, -0.376], [0.817, -1.842, -1.520], [0.014, 1.085, -0.579], [0.239, 0.426, -0.285], [2.520, 0.444, 0.281], [-1.602, -0.270, 0.930], [-0.168, 0.370, 0.313], [-0.967, -0.022, -0.462], [-1.017, 1.716, 2.019], [-0.187, 0.313, 0.195], [-0.488, -0.417, 0.458], [0.668, 1.100, 0.487], [1.273, 1.096, -2.878], [-0.200, -0.325, 0.034], [-0.038, -0.145, -0.064], [-0.022, -0.504, -0.580], [0.263, 0.899, -0.444], [0.729, -0.119, -0.035], [-0.422, -0.294, 0.964], [0.487, 0.019, 0.154], [-0.677, 0.663, 0.962], [-0.087, 0.497, -0.353], [0.240, 1.612, 1.378], [1.935, 1.145, -2.148], [0.628, -0.163, -0.315], [1.542, -1.977, 0.648], [-0.098, 0.881, -1.669], [-0.285, 0.158, 0.469], [-0.832, -0.134, 1.100], [-1.036, -1.048, 0.803], [-1.363, -1.611, -1.647], [0.629, 0.451, -0.737], [-0.608, -0.853, -0.069], [0.619, -0.498, -0.202], [-1.008, -1.166, -0.956], [-0.827, -0.495, 0.928], [0.078, 0.401, -0.216], [-0.837, -0.481, -0.741], [0.403, 0.435, -0.745], [0.583, 0.733, 0.425], [-0.793, -0.998, 0.888], [-0.752, -0.074, -0.345], [0.356, 1.388, -0.223], [-0.379, 0.562, 0.463], [-0.242, 0.526, -1.865], [0.519, 0.049, 0.310], [0.840, 0.984, -0.214], [0.278, -0.358, -0.041], [-0.009, 0.047, -0.404], [-0.156, 0.364, -0.272], [-0.165, 0.415, 0.202], [-0.180, 0.607, -0.525], [0.046, -0.153, -1.366], [1.569, 0.701, 0.541], [-0.814, -0.727, 1.582], [0.359, -0.154, 0.333], [-0.335, -0.046, 0.764], [-0.639, -1.335, 2.077], [0.883, 0.603, 0.215], [0.838, -1.038, 0.312], [0.327, -0.481, -0.135], [0.158, -0.408, -1.163], [-0.233, -0.122, 0.311], [-0.128, -0.357, 0.305], [-0.825, 0.205, -0.480], [0.217, -0.213, -0.548], [-0.046, 0.075, 0.167], [0.395, -0.393, -0.251], [1.177, 0.470, 0.863], [0.348, 0.437, 1.019], [0.169, -0.991, -0.469], [-0.014, -0.641, -0.042], [-1.377, -1.334, 1.324], [0.454, 0.594, 0.498], [-0.654, -1.344, 1.608], [-0.582, 0.008, -0.238], [0.509, 1.046, -0.217], [-0.975, 2.897, 0.134], [-0.781, 0.481, 0.515], [0.267, -0.708, 0.120], [0.663, 0.138, 0.908], [1.186, -0.729, -0.570], [-0.549, 0.634, -0.237], [0.472, 0.082, -0.133], [0.395, 0.156, 0.252], [0.218, 0.884, 0.177], [2.516, -1.890, 0.991], [-0.678, 0.152, -0.654], [0.268, 0.538, -0.033]], "mulliken_charge": [0.3894, 0.1981, -0.7390, 0.4304, 0.2120, 0.3380, 0.3602, 0.4011, -0.6306, -0.7938, 0.4969, 0.3451, 0.4428, 0.3988, 0.3271, -1.4128, -0.6883, -0.6861, 0.2169, 0.3403, 0.3204, 0.4319, 0.3823, -0.3242, -0.3030, 0.2682, 0.3683, 0.3888, 0.3406, 0.3075, 0.3571, -1.3079, 0.3608, 0.3625, 0.3964, 0.3626, 0.3344, 0.2128, 0.2853, -0.2899, 0.2891, 0.4297, -0.5271, 0.2206, -0.2639, 0.3294, 0.1773, 0.4318, -0.8068, -0.6736, 0.3904, 0.4189, 0.4109, 0.2450, 0.3356, 0.3478, 0.2881, 0.2518, -1.3092, 0.2406, 0.4746, 0.2950, -0.3665, 0.4025, -0.2355, 0.4116, 0.2754, -1.5399, 0.3186, 0.4263, 0.3223, 0.3395, 0.3127, 0.3701, -0.7226, -0.2871, 0.4172, 0.3179, 0.2790, 0.3935, 0.3662, -0.8023, 0.3112, 0.3342, -0.8196, -0.3422, 0.3449, -0.7506, -0.3557, 0.3517, 0.3866, 0.3103, 0.2261, 0.3852, 0.4463, 0.3540, 0.4350, 0.4038, 0.2968, 0.4165, -0.7444, 0.2929, -0.3806, -0.7002, 0.3283, -0.9185, -0.7496, 0.4757, -0.2784, -0.3423, -1.4852, 0.4395, -0.3202, 0.1885, 0.1092, -0.3372, 0.3461, 0.3499, 0.3182, 0.3415, -0.1910, 0.3310, 0.4095, 0.3205, -1.4139, 0.2557, 0.3748, 0.3524, 0.3504, 0.3454, -0.7221, 0.3720, 0.3439, 0.0558, -1.4531, 0.3543, 0.4960, -0.7132, 0.3431, -0.6480, 0.3473, -0.7433, 0.3659, 0.3240, -1.4575, 0.3887, 0.3149, 0.3673, -0.7379, 0.2433, 0.2520, 0.2579, 0.5466, 0.3514, -1.2114, 0.4391, 0.3673, -0.3696, 0.3106, 0.3836, -0.2782, -0.2908, 0.3414, 0.3775, 0.3289, 0.4737, 0.1614, 0.3599, 0.3581]}